# 1
Molecular formula: C6H12O4Yb
Method: DFT, ωB97M-V with the def2-TZVPD basis set

```
! wB97M-V def2-TZVPD RIJCOSX def2/J DEFGRID3
* xyz 1 2
O 0.905 -0.085 1.786
C 2.075 -0.257 1.009
C 1.824 0.127 -0.441
O 1.058 1.344 -0.455
C 0.878 1.895 -1.757
Yb -0.386 1.404 1.226
H 2.399 -1.309 1.057
H 2.859 0.395 1.424
H 1.244 -0.647 -0.969
H 2.771 0.293 -0.973
H 0.500 2.915 -1.640
H 1.847 1.927 -2.272
H 0.172 1.281 -2.335
C -2.592 -0.113 -0.664
O -1.717 -0.181 0.464
C -1.385 -1.510 0.877
C -0.481 -1.415 2.072
O -0.385 -1.691 3.246
H -2.851 0.939 -0.829
H -2.074 -0.505 -1.548
H -3.485 -0.718 -0.461
H -0.870 -2.032 0.049
H -2.304 -2.056 1.135
*
```

⟨S²⟩: 0.7539
E_tot: -1695.11598 hartree
M: 321.20 g/mol
Relative energy (zero: lowest compared OMol25 entry of this formula, charge and spin): 0.00 kcal per mole
HOMO-LUMO gap (spin up / spin down): 4.818 / 7.585 eV

***

# 2
Molecular formula: C6H12OP
Method: DFT, ωB97M-V with the def2-TZVPD basis set

```
! wB97M-V def2-TZVPD RIJCOSX def2/J DEFGRID3
* xyz 1 1
C 2.548 1.045 0.405
C 2.843 0.003 -0.371
C 1.114 1.284 0.730
C 1.719 -0.852 -0.843
C -1.302 -1.928 0.435
C -3.588 1.445 -0.512
O -0.593 -0.721 0.710
P 0.183 0.150 -0.403
H 3.290 1.736 0.771
H 3.843 -0.227 -0.701
H 0.866 0.997 1.757
H 0.846 2.335 0.604
H 1.811 -1.076 -1.906
H 1.658 -1.801 -0.300
H -1.186 -2.259 -0.597
H -2.359 -1.772 0.654
H -0.916 -2.697 1.106
H -4.220 2.218 -0.906
H -3.731 1.107 0.496
H -2.825 1.013 -1.129
*
```

E_tot: -652.01222 hartree
M: 131.14 g/mol
Relative energy (zero: lowest compared OMol25 entry of this formula, charge and spin): 63.67 kcal per mole
HOMO-LUMO gap (spin up / spin down): 10.729 / 4.266 eV